# C4H7NO2

A single C4H7NO2 molecule (wB97M-V/def2-TZVPD, OMol25).

For the energy relative to the best compared isomer or geometry (same formula, charge and spin), the calculation gives 4.26 kJ/mol. As for the SMILES: C[C@H]1CNC(=O)O1.

Structure (XYZ):
```
14
Properties=species:S:1:pos:R:3:forces:R:3
C 1.169 1.349 0.294 0.009 0.011 0.039
C -0.202 0.724 0.119 0.116 0.142 -0.237
C -0.277 -0.301 -1.046 -0.109 0.141 0.011
N -0.590 -1.510 -0.332 -0.061 -0.104 0.161
C -0.807 -1.317 1.006 -0.139 -0.314 0.072
O -1.161 -2.129 1.820 0.160 0.332 -0.273
O -0.544 -0.014 1.299 -0.074 -0.135 0.077
H 1.937 0.574 0.392 -0.127 0.082 -0.027
H 1.186 1.967 1.196 0.002 -0.059 -0.126
H 1.413 1.982 -0.567 -0.048 -0.111 0.114
H -0.959 1.506 -0.002 0.093 -0.129 0.025
H 0.685 -0.377 -1.558 -0.049 0.059 -0.059
H -1.056 -0.039 -1.774 0.194 -0.014 0.123
H -0.870 -2.374 -0.765 0.034 0.099 0.100
```
Forces are in eV/Å.

The molecule's natural (NBO) atomic charges, reported in e, are given here: -0.626 0.090 -0.233 -0.649 0.879 -0.609 -0.496 0.215 0.228 0.214 0.185 0.192 0.194 0.416

=====

# CH2BrNO4

A single CH2BrNO4 molecule at a distorted geometry (wB97M-V/def2-TZVPD, OMol25).

For the energy relative to the best compared isomer or geometry (same formula, charge and spin), the calculation gives 290.35 kJ/mol. As for the SMILES: O=C(Br)ON(O)O.

Structure (XYZ):
```
9
Properties=species:S:1:pos:R:3:forces:R:3
C 0.043 -0.683 2.457 -0.135 1.375 3.244
N -0.817 0.035 0.258 -1.392 0.858 -0.142
O -0.600 0.150 1.738 -0.815 0.861 -1.329
O -0.713 -1.252 -0.122 -0.711 0.897 0.009
O 0.832 -1.528 2.400 0.646 -1.290 -1.061
O 0.133 0.894 -0.321 -1.559 0.462 0.145
Br -0.519 0.081 4.340 0.372 -0.665 -0.709
H 0.198 -1.422 -0.256 2.054 -0.752 -0.256
H -0.461 1.719 -0.429 1.541 -1.745 0.099
```
Forces are in eV/Å.

The molecule's natural (NBO) atomic charges, reported in e, are given here: 0.842 0.344 -0.423 -0.488 -0.514 -0.548 -0.188 0.468 0.506

=====

# C2H4OS2

2 unconnected molecules or ions with the total composition C2H4OS2 at a distorted geometry (wB97M-V/def2-TZVPD, OMol25).

For the energy relative to the best compared isomer or geometry (same formula, charge and spin), the calculation gives 312.97 kJ/mol.

Structure (XYZ):
```
9
Properties=species:S:1:pos:R:3:forces:R:3
C -0.476 0.077 -0.740 3.626 -0.155 1.677
C 0.942 -0.167 0.995 -1.356 2.008 -1.610
O -1.571 -0.543 -0.282 -1.144 0.743 0.422
S 0.150 -0.323 -2.388 -0.183 -0.379 0.729
S -0.341 1.580 -1.734 -0.485 0.063 0.587
H 1.209 0.817 1.528 -0.929 -1.406 -0.986
H 1.871 -0.650 0.718 -0.250 -0.264 -0.409
H 0.195 -0.791 1.467 0.264 -0.053 0.352
H -1.979 0.001 0.435 0.458 -0.556 -0.764
```
Forces are in eV/Å.

The molecule's natural (NBO) atomic charges, reported in e, are given here: 0.017 -0.587 -0.697 0.104 0.082 0.202 0.199 0.189 0.491

=====

# C4H14NOS

2 unconnected molecules or ions with the total composition C4H14NOS at a distorted geometry (wB97M-V/def2-TZVPD, OMol25).

For the energy relative to the best compared isomer or geometry (same formula, charge and spin), the calculation gives 134.88 kJ/mol. Its net charge is +1.

Structure (XYZ):
```
21
Properties=species:S:1:pos:R:3:forces:R:3
C -0.128 -0.739 -0.067 -1.439 -0.036 -0.853
C 0.475 0.320 -0.973 1.868 -1.305 -2.083
C 1.128 1.578 -0.430 -0.671 -0.038 0.414
S 1.792 1.113 1.207 1.453 1.335 -0.181
C 3.185 0.011 0.676 -1.316 1.617 -1.334
N -1.483 -0.042 0.156 0.390 -0.315 1.148
H 0.352 -1.059 0.849 0.027 1.031 0.421
H -0.314 -1.717 -0.510 -0.263 0.357 -0.814
H 1.242 -0.135 -1.634 -0.278 -0.196 0.621
H -0.239 0.618 -1.731 -0.538 -0.074 -0.231
H 1.757 1.918 -1.283 0.290 0.064 1.236
H 0.400 2.400 -0.266 0.369 -0.448 0.163
H 3.877 -0.110 1.458 0.389 -0.610 1.254
H 2.647 -0.844 0.317 0.673 -0.933 -0.103
H 3.766 0.502 -0.123 -0.519 -0.178 0.112
H -1.839 0.196 -0.775 -0.066 -0.015 0.401
H -1.193 0.830 0.641 -0.789 -0.455 -0.140
H -2.243 -0.544 0.653 0.294 0.163 -0.182
H -4.270 -1.627 1.338 -0.194 -0.421 1.144
H -4.875 -1.226 0.053 -0.621 0.219 -0.618
O -4.037 -1.442 0.443 0.942 0.239 -0.375
```
Forces are in eV/Å.

The molecule's natural (NBO) atomic charges, reported in e, are given here: -0.227 -0.470 -0.549 0.171 -0.708 -0.693 0.258 0.236 0.250 0.209 0.254 0.225 0.250 0.200 0.234 0.435 0.437 0.472 0.487 0.496 -0.965

=====

# C7H12

A gas-phase ion, C7H12 (charge -1) at a distorted geometry (wB97M-V/def2-TZVPD, OMol25).

As for the spin multiplicity: 2. For the energy relative to the best compared isomer or geometry (same formula, charge and spin), the calculation gives 258.29 kJ/mol. Its net charge is -1.

Structure (XYZ):
```
19
Properties=species:S:1:pos:R:3:forces:R:3
C 0.646 -0.622 1.906 0.523 0.278 -0.401
C -0.514 -0.739 0.937 0.729 2.566 2.835
C -1.060 -1.908 0.871 -4.026 -3.357 -0.196
C -1.133 0.574 0.528 -1.470 0.762 1.933
C -0.332 1.231 -0.532 -0.892 0.091 -2.029
C 0.585 0.484 -1.222 -1.804 2.498 -0.235
C 1.197 0.889 -2.596 -0.946 -2.120 1.828
H 0.668 -1.263 2.811 -0.362 -0.219 -0.867
H 1.518 -0.806 1.288 0.916 0.284 0.596
H 0.605 0.378 2.325 0.537 0.432 -0.181
H -0.531 -2.860 1.187 -0.836 1.349 -0.169
H -2.242 -1.930 0.735 2.394 -0.438 -0.530
H -1.379 1.421 1.299 1.184 -1.603 -0.114
H -2.234 0.383 0.351 0.857 -0.001 -1.157
H -0.779 2.286 -0.821 1.191 -2.156 -0.009
H 1.017 -0.330 -0.659 -0.095 -0.423 -0.687
H 0.631 1.672 -3.094 0.144 -0.033 0.066
H 1.248 -0.075 -3.213 0.412 1.624 0.676
H 2.089 1.214 -2.100 1.546 0.467 -1.359
```
Forces are in eV/Å.

The molecule's natural (NBO) atomic charges, reported in e, are given here: -0.759 -0.098 -0.589 -0.762 -0.224 -0.212 -0.670 0.194 0.190 0.205 0.179 0.154 0.172 0.199 0.181 0.201 0.210 0.208 0.222

=====

# C19H14BrClF5INO6PS2

2 unconnected molecules or ions with the total composition C19H14BrClF5INO6PS2 (wB97M-V/def2-TZVPD, OMol25).

For the electronic energy, the calculation gives -168918.5797 eV. As for the SMILES: Cc1cc(CC(=O)I)c(Cl)c2c1Sc1cccc(P(O)Br)c1N2C(F)(F)C(F)(F)F.O=S1(=O)OCCO1.

Structure (XYZ):
```
51
Properties=species:S:1:pos:R:3:forces:R:3
C -0.039 3.270 2.159 0.056 -0.078 -0.159
C -0.257 2.577 0.843 -0.027 0.032 -0.058
C -1.528 2.222 0.424 0.196 0.102 0.051
C -1.760 1.565 -0.776 -0.192 0.122 0.145
C -3.163 1.175 -1.147 0.245 -0.120 -0.125
C -3.460 -0.304 -0.962 -0.153 -0.236 -0.189
O -4.025 -0.992 -1.739 0.067 0.170 0.162
I -2.800 -1.160 0.925 0.004 0.000 0.048
C -0.679 1.267 -1.595 0.128 -0.066 0.028
Cl -0.970 0.417 -3.065 -0.058 -0.019 -0.011
C 0.616 1.628 -1.224 -0.249 -0.083 -0.009
C 0.811 2.270 -0.002 0.001 -0.013 0.010
S 2.451 2.697 0.482 -0.039 -0.030 0.076
C 3.262 1.278 -0.173 0.025 0.072 0.083
C 4.307 0.737 0.560 0.084 -0.163 -0.134
C 4.932 -0.406 0.095 -0.085 -0.008 -0.085
C 4.470 -1.006 -1.064 -0.027 0.064 0.062
C 3.423 -0.475 -1.823 -0.090 0.192 -0.057
P 3.104 -1.694 -3.194 0.087 0.031 0.108
O 4.498 -1.457 -4.041 0.099 -0.046 0.158
Br 1.729 -0.807 -4.661 0.026 0.094 -0.076
C 2.834 0.719 -1.379 0.093 -0.342 -0.051
N 1.748 1.367 -2.079 0.211 0.548 0.098
C 2.041 2.497 -2.919 -0.101 -0.293 -0.155
F 1.235 2.461 -4.013 0.177 0.043 0.185
F 1.769 3.694 -2.321 -0.009 -0.118 -0.149
C 3.508 2.636 -3.431 0.223 -0.043 0.105
F 3.538 3.625 -4.329 0.079 -0.216 0.198
F 3.966 1.522 -4.010 -0.185 0.340 0.172
F 4.334 2.962 -2.416 -0.315 -0.126 -0.443
H -0.977 3.363 2.701 0.005 0.020 0.030
H 0.672 2.707 2.765 -0.016 0.023 0.071
H 0.380 4.267 2.008 -0.016 0.031 0.053
H -2.363 2.450 1.075 -0.077 -0.030 -0.025
H -3.868 1.735 -0.534 -0.080 -0.060 0.036
H -3.364 1.363 -2.201 -0.071 0.124 0.016
H 4.612 1.192 1.493 -0.042 0.046 0.026
H 5.740 -0.860 0.651 0.016 0.043 0.014
H 4.932 -1.936 -1.378 -0.002 -0.017 -0.002
H 5.070 -2.225 -3.932 -0.002 -0.041 -0.175
C -5.233 -5.162 4.185 -0.175 0.037 0.040
C -5.238 -4.128 3.076 0.078 -0.119 -0.176
O -4.626 -2.981 3.682 -0.086 0.004 0.186
S -3.504 -3.443 4.720 -0.145 -0.070 -0.139
O -2.233 -3.414 4.091 0.099 0.025 0.067
O -3.733 -2.775 5.948 0.060 0.080 0.009
O -3.968 -4.968 4.833 0.059 0.005 -0.100
H -6.031 -4.986 4.908 0.002 0.011 -0.016
H -5.284 -6.182 3.815 0.116 -0.023 0.033
H -6.238 -3.859 2.748 0.010 0.115 0.048
H -4.637 -4.441 2.220 -0.006 -0.014 0.013
```
Forces are in eV/Å.

The molecule's natural (NBO) atomic charges, reported in e, are given here: -0.653 0.079 -0.190 -0.081 -0.555 0.519 -0.495 -0.004 0.062 0.039 0.061 -0.192 0.340 -0.193 -0.206 -0.186 -0.199 -0.386 1.039 -0.980 -0.204 0.206 -0.513 0.743 -0.315 -0.324 0.925 -0.299 -0.299 -0.311 0.222 0.234 0.225 0.217 0.253 0.260 0.229 0.223 0.210 0.498 -0.098 -0.102 -0.688 2.549 -0.901 -0.894 -0.689 0.194 0.213 0.215 0.201